Record 1
Entry from the OMol25 dataset: a structure of composition C2H3O6S2 (ωB97M-V/def2-TZVPD).

Last column: Löwdin charge in e.
Atoms and positions in Å:
C -1.148 -0.910 0.150  -0.33
C -2.511 -0.201 0.269  -0.14
O -0.684 -1.163 -1.200  -0.30
O 3.281 1.040 -0.588  -0.28
O 3.274 -0.315 1.408  -0.30
O 0.374 1.035 -1.573  -0.32
O 1.703 -0.677 -0.409  -0.33
O 1.415 1.199 0.989  -0.36
S 2.514 0.393 0.416  0.32
S 0.274 0.065 -0.509  0.85
H -2.701 0.646 -0.384  0.06
H -2.676 -0.068 1.399  0.09
H -3.114 -1.043 0.033  0.04

Values from the calculation:
HOMO level (alpha / beta)	-4.343 / -4.342	eV
total charge	-1
LUMO (alpha / beta)	0.131 / 0.131	Eh
multiplicity	1
Kohn-Sham gap (alpha / beta)	7.912 / 7.911	eV

Record 2
Entry from the OMol25 dataset: the molecule C2H3OPS (ωB97M-V/def2-TZVPD).

Last column: Löwdin charge in e.
Atoms and positions in Å:
C 0.083 -0.590 -1.263  -0.63
C -0.641 -0.592 -0.091  -0.44
O -0.762 0.681 0.637  -0.58
P 1.233 -0.682 -2.295  0.83
S 0.668 1.049 1.556  0.74
H 1.191 2.176 0.909  -0.12
H -1.667 -0.873 -0.115  0.11
H -0.105 -1.170 0.662  0.09

Values from the calculation:
HOMO level	-9.424	eV
total charge	0
LUMO	-0.004	Eh
multiplicity	1
Kohn-Sham gap	9.307	eV

Record 3
Entry from the OMol25 dataset: a cluster of 2 separate species, C2H3OPS in total (ωB97M-V/def2-TZVPD).

Last column: Mulliken spin population.
Atoms and positions in Å:
C 1.778 -0.699 0.509  0.03
C 1.481 0.261 -0.219  -0.01
O -1.548 -1.680 0.195  0.39
P -2.203 1.105 0.298  0.99
S -1.397 -0.525 -0.633  0.60
H 1.865 -1.535 1.182  0.00
H 1.403 1.087 -0.898  0.01
H -1.380 1.986 -0.434  0.00

Values from the calculation:
HOMO level (alpha / beta)	-7.727 / -9.502	eV
expectation value of S²	2.007
total charge	0
LUMO (alpha / beta)	0.029 / -0.096	Eh
multiplicity	3
Kohn-Sham gap (alpha / beta)	8.528 / 6.885	eV

Record 4
Entry from the OMol25 dataset: a structure of composition C2H3OYb (ωB97M-V/def2-TZVPD).

Last column: Löwdin charge in e.
Atoms and positions in Å:
H 1.223 1.831 -1.700  0.11
O 0.512 0.374 -0.413  -0.46
C 1.470 0.864 -1.186  -0.43
C 2.266 0.141 -1.999  0.00
H 3.056 0.649 -2.555  0.06
H 2.271 -0.951 -1.975  0.05
Yb -1.132 -0.458 0.862  1.67

Values from the calculation:
HOMO level	-11.084	eV
total charge	+1
LUMO	-0.238	Eh
multiplicity	1
Kohn-Sham gap	4.597	eV

Record 5
Entry from the OMol25 dataset: a structure of composition C2H3Rb (ωB97M-V/def2-TZVPD).

Last column: Mulliken spin population.
Atoms and positions in Å:
C -0.801 1.007 -0.250  0.20
H -1.706 1.178 0.354  0.00
C -0.279 1.529 -1.308  -0.05
H -0.513 2.371 -1.978  0.00
Rb 1.727 -1.115 -0.848  0.95
H -3.365 1.348 2.952  -0.09

Values from the calculation:
HOMO level (alpha / beta)	-1.115 / -1.697	eV
expectation value of S²	0.797
total charge	-1
LUMO (alpha / beta)	0.068 / 0.087	Eh
multiplicity	2
Kohn-Sham gap (alpha / beta)	2.956 / 4.058	eV

Record 6
Entry from the OMol25 dataset: a cluster of 21 separate species, C2H44Cl2O20 in total (ωB97M-V/def2-TZVPD).

Last column: Löwdin charge in e.
Atoms and positions in Å:
Cl -0.091 7.488 -0.609  0.56
C 0.651 6.375 0.561  -0.68
C -0.471 5.615 1.231  -0.50
Cl 0.485 4.392 2.391  0.47
H 1.292 6.987 1.168  0.07
H 1.195 5.668 -0.035  0.04
H -1.044 5.040 0.551  0.04
H -1.104 6.185 1.921  0.07
O -3.054 -1.078 2.457  -0.08
H -2.408 -0.468 2.889  0.01
H -3.185 -1.886 2.994  0.07
O -1.279 0.320 -1.483  -0.06
H -1.130 0.171 -0.493  0.05
H -1.938 -0.269 -1.781  -0.03
O 1.053 -0.821 3.677  -0.04
H 1.725 -0.597 3.047  0.01
H 0.917 -1.779 3.515  0.04
O -4.703 0.408 0.630  -0.06
H -4.655 1.339 0.881  0.03
H -4.108 0.002 1.229  -0.03
O 3.840 -1.198 -1.019  -0.05
H 3.316 -1.340 -1.824  0.00
H 4.260 -2.045 -0.947  0.03
O 0.533 1.040 -3.376  -0.05
H 0.317 1.442 -4.246  0.08
H -0.310 0.819 -3.002  -0.01
O 1.986 -3.784 -1.266  -0.08
H 2.138 -4.386 -2.002  0.03
H 1.110 -3.381 -1.588  0.06
O -3.371 2.861 -0.345  -0.05
H -4.278 3.164 -0.485  0.05
H -3.162 2.203 -0.989  0.00
O 2.707 -3.836 1.369  -0.08
H 2.838 -2.889 1.441  0.03
H 2.687 -4.002 0.377  0.04
O 2.840 -0.103 1.315  -0.06
H 3.091 0.830 1.440  0.01
H 3.249 -0.229 0.461  0.00
O 1.823 -1.479 -2.826  -0.06
H 1.440 -0.657 -3.267  0.06
H 2.055 -2.103 -3.474  0.00
O 3.249 2.631 1.650  -0.07
H 2.615 2.697 0.915  0.01
H 3.985 3.221 1.474  0.06
O -2.339 -2.891 -0.331  -0.06
H -1.866 -2.861 0.573  0.10
H -2.887 -2.154 -0.502  -0.03
O -0.056 0.016 0.926  -0.04
H 0.908 -0.109 0.863  0.03
H -0.236 0.742 1.525  0.04
O 1.533 -4.194 -4.029  -0.07
H 0.604 -3.903 -3.869  0.03
H 1.477 -4.490 -4.943  0.05
O 0.363 -3.519 2.865  -0.06
H 0.388 -4.145 3.555  0.02
H 1.154 -3.665 2.268  0.03
O -4.006 -0.973 -1.778  -0.11
H -4.458 -1.876 -1.822  0.09
H -4.799 -0.353 -1.727  0.08
O 1.175 3.003 -0.831  -0.04
H 0.422 3.495 -0.474  0.02
H 0.837 2.330 -1.412  0.00
O -0.605 -3.167 -2.595  -0.07
H -0.919 -2.253 -2.550  0.04
H -1.198 -3.575 -1.918  0.06
O -1.142 0.542 3.719  -0.06
H -1.220 1.293 4.247  0.02
H -0.234 0.146 3.711  0.00

Values from the calculation:
HOMO level	-10.698	eV
total charge	0
LUMO	0.002	Eh
multiplicity	1
Kohn-Sham gap	10.750	eV

Record 7
Entry from the OMol25 dataset: a cluster of 22 separate species, C2H46O23 in total (ωB97M-V/def2-TZVPD).

Last column: Löwdin charge in e.
Atoms and positions in Å:
O 0.713 0.371 -1.766  -0.34
C 0.125 -0.407 -0.752  -0.29
C -0.365 0.367 0.405  -0.27
O -1.264 -0.353 1.234  -0.33
H 0.974 -0.977 -0.344  0.09
H -0.571 -1.112 -1.232  0.09
H -0.795 1.298 0.161  0.07
H 0.454 0.536 0.987  0.08
O -0.380 -3.561 -1.650  -0.09
H 0.372 -3.207 -2.116  -0.03
H -0.352 -3.033 -0.814  -0.01
O -0.551 -2.926 0.970  -0.05
H -0.286 -3.079 1.893  0.06
H -0.835 -2.023 1.002  -0.03
O -4.586 -1.212 1.541  -0.06
H -4.244 -0.474 1.091  -0.08
H -3.827 -1.615 1.965  -0.03
O 1.375 -1.900 -2.937  -0.06
H 1.227 -1.135 -2.448  -0.06
H 2.368 -1.888 -3.146  0.10
O 2.825 1.574 -1.081  -0.04
H 3.454 1.384 -1.778  0.03
H 2.024 1.141 -1.309  -0.06
O -0.064 -0.267 4.202  -0.02
H -0.434 -0.907 4.760  0.01
H -0.821 0.227 3.917  -0.02
O -2.384 -2.150 2.793  -0.05
H -2.022 -3.045 2.865  0.06
H -1.854 -1.547 2.317  -0.04
O -1.887 1.286 2.898  -0.03
H -1.587 0.709 2.204  -0.06
H -2.790 1.303 3.083  0.04
O 0.021 3.313 2.666  -0.03
H -0.543 2.575 2.719  -0.04
H 0.832 2.898 2.425  -0.04
O -1.810 1.335 -2.242  -0.02
H -0.925 1.007 -2.100  -0.02
H -2.351 1.049 -1.522  -0.01
O 1.284 1.204 -4.149  -0.05
H 1.116 0.932 -3.239  -0.02
H 1.361 2.163 -4.125  0.07
O -2.194 3.582 0.142  -0.03
H -1.636 2.839 0.016  -0.04
H -2.112 3.792 1.067  0.02
O -3.041 -1.368 -1.653  -0.02
H -2.205 -1.129 -1.369  -0.06
H -2.912 -2.034 -2.355  0.06
O -0.993 -0.643 -3.919  -0.06
H -1.332 -0.135 -3.170  -0.03
H -0.309 -1.149 -3.475  -0.02
O 0.660 3.293 -0.539  -0.02
H 1.318 2.665 -0.702  -0.05
H 0.212 3.062 0.274  -0.02
O 2.883 -2.392 -0.183  -0.01
H 2.141 -1.837 -0.150  -0.05
H 3.307 -2.364 0.640  0.00
O 3.777 -0.114 1.260  -0.06
H 2.888 -0.410 1.449  -0.03
H 3.808 -0.181 0.310  0.03
O 3.576 -0.079 -3.787  -0.09
H 2.688 0.365 -3.925  0.00
H 3.735 -0.434 -4.651  0.02
O -3.462 0.723 0.222  -0.05
H -2.652 0.353 0.606  -0.01
H -4.000 1.231 0.830  0.06
O 1.751 -1.508 2.353  -0.06
H 1.777 -0.788 3.007  0.05
H 0.932 -1.338 1.839  0.03
O 2.468 2.180 1.919  -0.09
H 3.041 1.369 1.866  0.01
H 2.891 2.593 2.732  0.08

Values from the calculation:
HOMO level	-3.652	eV
total charge	-2
LUMO	0.164	Eh
multiplicity	1
Kohn-Sham gap	8.108	eV

Record 8
Entry from the OMol25 dataset: a cluster of 22 separate species, C2H46O23 in total (ωB97M-V/def2-TZVPD).

Last column: Löwdin charge in e.
Atoms and positions in Å:
O 0.585 -0.889 1.707  -0.39
C -0.289 -0.438 0.766  -0.32
C 0.436 0.568 -0.117  -0.21
O -0.543 1.286 -0.937  -0.40
H -1.047 -0.024 1.399  0.10
H -0.625 -1.275 0.199  0.09
H 0.935 -0.102 -0.886  0.12
H 1.106 1.279 0.310  0.09
O -0.596 -1.558 -2.404  -0.04
H -0.800 -0.942 -1.699  -0.01
H -0.898 -0.947 -3.077  0.00
O 3.329 -2.548 -0.269  -0.09
H 3.158 -1.615 0.005  0.02
H 3.128 -2.599 -1.197  -0.02
O 1.846 -2.865 -2.473  -0.07
H 2.362 -2.601 -3.285  0.06
H 1.169 -2.203 -2.334  -0.01
O 3.177 0.712 -1.806  -0.07
H 3.040 1.673 -1.846  0.02
H 2.359 0.461 -1.338  -0.01
O -1.749 -3.382 -0.263  -0.06
H -1.280 -2.950 0.452  -0.02
H -2.389 -2.830 -0.696  0.01
O -2.800 1.207 2.578  -0.06
H -2.272 1.401 3.376  0.05
H -2.465 1.858 1.960  0.01
O -2.296 2.779 0.277  -0.06
H -1.702 2.126 -0.090  -0.04
H -1.943 3.647 0.061  0.04
O -1.939 2.704 -2.826  -0.05
H -1.262 2.416 -2.216  -0.02
H -2.787 2.740 -2.393  0.05
O -2.847 0.148 -1.209  -0.05
H -1.993 0.623 -1.039  -0.03
H -3.171 0.055 -0.353  -0.02
O 0.803 1.848 -3.076  -0.05
H 0.543 2.766 -3.195  0.06
H 0.403 1.619 -2.245  -0.04
O -3.626 -1.298 1.882  -0.03
H -3.471 -0.420 2.254  0.01
H -4.424 -1.671 2.233  0.05
O 1.124 -3.336 0.984  -0.06
H 0.841 -2.450 1.330  -0.01
H 1.759 -3.028 0.392  -0.07
O 3.004 -0.077 1.122  -0.08
H 2.912 0.829 0.827  -0.03
H 2.055 -0.274 1.366  0.01
O 1.148 -0.562 -4.338  -0.08
H 2.080 -0.727 -4.150  0.02
H 0.894 0.225 -3.809  -0.01
O 0.452 1.229 3.197  -0.08
H -0.122 0.958 3.925  0.00
H 0.210 0.570 2.510  -0.01
O -1.026 -0.694 4.655  -0.03
H -0.847 -1.117 3.849  -0.04
H -1.949 -0.816 4.816  0.03
O 0.611 3.712 -0.185  -0.08
H 0.559 3.821 0.754  0.02
H 0.569 2.729 -0.369  0.01
O 1.683 -1.678 3.990  -0.09
H 2.401 -2.250 3.741  0.02
H 1.224 -1.249 3.203  0.01
O -1.874 0.339 -4.196  -0.02
H -1.693 1.075 -3.679  -0.05
H -2.819 0.250 -4.250  0.04
O 3.722 2.510 0.479  -0.03
H 4.482 2.509 1.032  0.04
H 3.938 3.023 -0.306  0.05
O -1.394 -2.405 2.536  -0.09
H -0.809 -1.727 2.159  -0.03
H -2.307 -2.133 2.241  0.00

Values from the calculation:
HOMO level	-3.273	eV
total charge	-2
LUMO	0.161	Eh
multiplicity	1
Kohn-Sham gap	7.653	eV

Record 9
Entry from the OMol25 dataset: a cluster of 2 separate species, C2H4BFO in total (ωB97M-V/def2-TZVPD).

Last column: Löwdin charge in e.
Atoms and positions in Å:
B 0.680 0.168 0.877  0.36
C -1.908 -0.629 0.237  -0.35
C -1.167 0.354 -0.564  -0.24
O -2.697 -0.349 1.117  0.02
F -1.507 1.614 -0.637  0.04
H 1.678 0.820 0.563  0.00
H 0.535 -0.657 1.539  -0.06
H -1.605 -1.657 0.120  0.11
H -0.673 -0.162 -1.500  0.14

Values from the calculation:
HOMO level	-9.142	eV
total charge	0
LUMO	-0.037	Eh
multiplicity	1
Kohn-Sham gap	8.138	eV

Record 10
Entry from the OMol25 dataset: a cluster of 2 separate species, C2H4BFO in total (ωB97M-V/def2-TZVPD).

Last column: Löwdin charge in e.
Atoms and positions in Å:
B -2.742 -0.696 0.679  -0.15
C 2.762 0.148 -0.610  -0.30
C 1.773 0.879 -0.579  0.01
O 3.626 -0.643 -0.466  0.15
F -1.901 0.299 0.614  0.10
H -2.328 -1.678 1.134  0.02
H -3.848 -0.553 0.216  0.03
H 1.464 1.156 0.430  0.10
H 1.195 1.088 -1.417  0.05

Values from the calculation:
HOMO level	-9.582	eV
total charge	0
LUMO	0.022	Eh
multiplicity	1
Kohn-Sham gap	10.185	eV

Record 11
Entry from the OMol25 dataset: the molecule C2H4BFO (ωB97M-V/def2-TZVPD).

Last column: Löwdin charge in e.
Atoms and positions in Å:
B 0.006 0.395 -0.359  0.02
C 1.411 0.044 -0.892  -0.26
C -1.000 -0.338 0.704  -0.20
O 1.866 -0.464 -1.866  0.07
F -1.916 0.487 1.276  -0.08
H -1.653 -1.240 0.273  0.15
H -0.214 1.628 -0.598  0.11
H 1.923 0.331 -0.028  0.09
H -0.421 -0.843 1.491  0.10

Values from the calculation:
HOMO level	-9.779	eV
total charge	0
LUMO	-0.006	Eh
multiplicity	1
Kohn-Sham gap	9.610	eV

Record 12
Entry from the OMol25 dataset: the molecule C2H4BIO (ωB97M-V/def2-TZVPD).

Last column: Löwdin charge in e.
Atoms and positions in Å:
B 1.122 -0.594 0.074  -0.05
C 0.189 0.658 -0.223  -0.25
C -1.178 0.302 0.281  -0.85
O -1.791 0.755 1.176  0.05
I -1.937 -1.451 -0.770  0.82
H 1.734 -1.126 -0.791  0.03
H 1.206 -0.969 1.199  0.04
H 0.516 1.542 0.352  0.12
H 0.139 0.882 -1.298  0.10

Values from the calculation:
HOMO level	-9.896	eV
total charge	0
LUMO	-0.017	Eh
multiplicity	1
Kohn-Sham gap	9.429	eV

Record 13
Entry from the OMol25 dataset: the molecule C2H4Br2 (ωB97M-V/def2-TZVPD).

Last column: Löwdin charge in e.
Atoms and positions in Å:
Br -1.770 -1.421 0.032  0.62
C -0.390 -0.175 -0.584  -0.73
C 0.338 0.303 0.606  -0.65
Br 2.217 0.740 -0.033  0.56
H -0.900 0.568 -1.197  0.06
H 0.280 -0.702 -1.263  0.03
H 0.414 -0.457 1.384  0.04
H -0.189 1.145 1.054  0.07

Values from the calculation:
HOMO level	-10.393	eV
total charge	0
LUMO	0.017	Eh
multiplicity	1
Kohn-Sham gap	10.864	eV

Record 14
Entry from the OMol25 dataset: a structure of composition C2H4Br2Na (ωB97M-V/def2-TZVPD).

Last column: Löwdin charge in e.
Atoms and positions in Å:
Br -2.095 1.034 1.498  0.66
Br 0.813 0.353 2.572  0.66
C 0.303 1.835 0.201  -0.23
C -0.257 1.624 1.586  -1.18
H -0.299 2.583 -0.341  0.09
H 0.295 0.893 -0.374  0.08
H 1.342 2.199 0.265  0.09
H -0.266 2.549 2.197  0.06
Na -1.791 -1.739 3.609  0.77

Values from the calculation:
HOMO level	-14.118	eV
total charge	+1
LUMO	-0.180	Eh
multiplicity	1
Kohn-Sham gap	9.213	eV

Record 15
Entry from the OMol25 dataset: the molecule C2H4Br2O (ωB97M-V/def2-TZVPD).

Last column: Löwdin charge in e.
Atoms and positions in Å:
C 0.603 -0.571 -0.141  -0.63
C -0.370 0.685 -0.061  -0.79
O -0.983 0.851 1.102  -0.01
Br 2.158 -0.190 1.061  0.57
Br -1.466 0.244 -1.762  0.57
H 0.206 -1.629 0.075  0.09
H 1.018 -0.821 -1.146  0.04
H 0.147 1.472 -0.402  0.04
H -1.314 -0.042 1.274  0.12

Values from the calculation:
HOMO level	-10.272	eV
total charge	0
LUMO	0.019	Eh
multiplicity	1
Kohn-Sham gap	10.783	eV

Record 16
Entry from the OMol25 dataset: a structure of composition C2H4Br2S (ωB97M-V/def2-TZVPD).

Last column: Löwdin charge in e.
Atoms and positions in Å:
C 0.826 0.343 1.140  -0.43
C -0.709 -0.241 -1.166  -1.55
S 0.907 0.639 -0.655  0.67
Br -2.087 0.873 -0.553  0.64
Br -0.755 -2.112 -0.923  0.63
H 1.795 0.243 1.332  -0.05
H 0.307 -0.658 1.408  0.06
H 0.386 1.166 1.706  0.04
H -0.671 -0.255 -2.289  -0.01

Values from the calculation:
HOMO level	-9.004	eV
total charge	0
LUMO	0.012	Eh
multiplicity	1
Kohn-Sham gap	9.327	eV

Record 17
Entry from the OMol25 dataset: a structure of composition C2H4Br2Si (ωB97M-V/def2-TZVPD).

Last column: Löwdin charge in e.
Atoms and positions in Å:
C 0.034 0.891 -0.121  -0.19
C -1.690 0.082 -0.287  -1.28
Si 1.416 -0.362 0.247  0.57
Br -3.145 1.182 -0.586  0.63
Br -2.032 -1.620 0.299  0.65
H 0.104 1.744 -0.665  -0.06
H 2.103 -0.655 -0.945  -0.11
H 0.832 -1.509 0.782  -0.14
H 2.380 0.247 1.278  -0.06

Values from the calculation:
HOMO level (alpha / beta)	-8.254 / -9.239	eV
total charge	0
LUMO (alpha / beta)	-0.024 / -0.013	Eh
multiplicity	1
Kohn-Sham gap (alpha / beta)	7.605 / 8.895	eV

Record 18
Entry from the OMol25 dataset: the molecule C2H4BrCl (ωB97M-V/def2-TZVPD).

Last column: Löwdin charge in e.
Atoms and positions in Å:
C 0.751 -0.307 0.280  -0.19
C -0.527 0.304 -0.287  -1.20
Cl -0.832 1.905 0.023  0.63
Br -2.211 -0.847 0.006  0.52
H 0.700 -0.435 1.363  0.07
H 0.839 -1.331 -0.073  0.06
H 1.697 0.253 0.034  0.10
H -0.417 0.458 -1.347  0.02

Values from the calculation:
HOMO level	-10.422	eV
total charge	0
LUMO	0.020	Eh
multiplicity	1
Kohn-Sham gap	10.966	eV

Number 1: F_max 4.7 eV/A. Number 2: F_max 4.1 eV/A. Number 3: F_max 4.8 eV/A. Number 4: F_max 4.1 eV/A. Number 5: F_max 6.3 eV/A. Number 6: F_max 3.6 eV/A. Number 7: F_max 5.2 eV/A. Number 8: F_max 4.7 eV/A. Number 9: F_max 5.8 eV/A. Number 10: F_max 7.7 eV/A. Number 11: F_max 3.5 eV/A. Number 12: F_max 0.3 eV/A. Number 13: F_max 1.5 eV/A. Number 14: F_max 1.0 eV/A. Number 15: F_max 5.2 eV/A. Number 16: F_max 4.4 eV/A. Number 17: F_max 7.6 eV/A. Number 18: F_max 3.7 eV/A.